Entry 1:
Here is the molecule C3H5BrS in a non-equilibrium geometry from the Open Molecules 2025 dataset. Energies are from ωB97M-V/def2-TZVPD.

Structure (XYZ):
```
10
Properties=species:S:1:pos:R:3:forces:R:3
C 0.41481 0.96012 -0.88121 -4.909 2.443 -0.716
C -0.44716 -0.08625 -0.22725 0.347 -1.383 3.182
Br -2.20165 0.61951 0.31584 0.323 -0.348 -0.316
C 0.18640 -1.22877 1.11916 -1.641 2.191 -2.380
S -0.28237 -1.79243 -0.50276 0.278 -0.327 0.109
H -0.04395 2.01539 -0.69512 0.956 -1.767 0.389
H 0.26686 0.97021 -1.95556 0.489 -0.720 -0.367
H 1.36793 0.95475 -0.57254 3.559 -0.214 0.838
H 1.17105 -0.99693 1.41626 1.291 0.020 -0.427
H -0.43191 -1.41562 1.98317 -0.694 0.106 -0.312
```
Forces are in eV/Å.

Summary:
LUMO	0.7	eV
HOMO	-0.335	hartree
orbital gap	9.86	eV
structure (SMILES)	C[C@]1(Br)CS1
strongest force on any atom	0.10753	Eh/bohr
ΔE to the lowest compared entry with this formula, charge and spin	39.0	kcal/mol

Let us look at the Mulliken charges, expressed in e, one per atom: C -1.068; C 0.411; Br -0.175; C -0.686; S -0.087; H 0.332; H 0.313; H 0.341; H 0.292; H 0.328

***

Entry 2:
Here is the molecule C9H12N2 in a non-equilibrium geometry from the Open Molecules 2025 dataset. Energies are from ωB97M-V/def2-TZVPD.

Structure (XYZ):
```
23
Properties=species:S:1:pos:R:3:forces:R:3
C -1.73768 -0.03159 1.43241 -1.810 0.127 -3.049
C -1.07120 -0.04161 -0.05905 -0.591 2.573 2.253
C -2.18347 -0.48789 -0.98980 -1.145 -0.807 1.356
C 0.06507 -0.98717 -0.03499 -0.491 -2.583 -0.574
C 1.34397 -0.61839 -0.16065 -1.547 -0.897 0.801
N 2.50546 -1.37132 0.00275 -0.768 -0.481 -0.111
C 3.53968 -0.47999 0.03612 -2.408 2.321 -0.990
N 3.18939 0.76695 -0.16160 0.133 -0.927 0.837
C 1.76120 0.75183 -0.21286 1.120 0.711 -0.562
C 0.92843 1.78253 -0.29727 -2.596 -0.955 -0.134
C -0.66138 1.45155 -0.38359 1.032 0.478 0.165
H -2.54780 0.73317 1.38017 0.422 -0.473 0.076
H -1.15113 0.21643 2.24249 1.884 0.592 1.438
H -2.23030 -0.97227 1.66617 0.047 -0.312 -0.159
H -3.26149 -0.14403 -0.71477 2.060 0.317 -0.948
H -2.25609 -1.50156 -0.61403 -0.329 -0.903 -0.858
H -1.84564 -0.46083 -2.03040 -0.623 0.061 0.117
H -0.30411 -2.08319 0.05888 1.112 1.721 -0.033
H 2.43470 -2.37815 -0.02082 0.750 0.259 0.176
H 4.51574 -0.71649 0.22586 2.293 -0.988 0.247
H 1.30387 2.78451 -0.30187 -0.073 0.438 -0.083
H -1.23866 2.09885 0.32552 0.707 -0.294 -0.563
H -1.09856 1.68867 -1.38866 0.820 0.022 0.598
```
Forces are in eV/Å.

Summary:
LUMO	0.7	eV
HOMO	-0.269	hartree
orbital gap	8.00	eV
structure (SMILES)	CC1(C)C=c2[nH]cnc2=CC1
strongest force on any atom	0.06899	Eh/bohr
ΔE to the lowest compared entry with this formula, charge and spin	65.1	kcal/mol

Let us look at the Mulliken charges, expressed in e, one per atom: C -1.729; C 1.810; C -1.593; C -1.049; C 0.332; N -0.148; C -0.249; N -0.736; C 0.599; C -0.607; C -0.906; H 0.438; H 0.398; H 0.403; H 0.297; H 0.450; H 0.432; H 0.068; H 0.212; H 0.490; H 0.444; H 0.313; H 0.330